The following is a quantum chemistry calculation of a molecular structure, C21H32NO26PS in a non-equilibrium geometry, from the Open Molecules 2025 dataset.

Structure (XYZ):
```
82
Properties=species:S:1:pos:R:3:forces:R:3
H 5.308819 1.707706 -1.289142 0.02 -0.01 -0.01
N 1.077019 2.352198 0.624291 -0.62 0.19 0.33
O -3.417042 1.647622 -2.077878 -0.20 0.09 0.04
H -5.459877 2.013186 -2.215156 0.08 0.01 0.09
O 4.502128 -9.511846 4.528060 -0.02 -0.01 0.00
O -3.495250 3.592977 0.106808 -0.10 0.41 -0.02
H 3.096058 -2.035539 7.317228 0.01 -0.02 -0.01
H 4.238797 -6.806687 3.813334 0.00 -0.01 -0.01
O 3.898912 0.496596 -2.171940 -0.01 0.00 0.02
O -0.088720 9.633894 -1.796400 0.00 0.01 -0.01
C 2.552581 -1.205312 1.673266 0.11 0.12 0.13
H 0.632722 -2.994677 0.701945 0.01 0.02 0.02
O 3.063754 -0.715589 2.639111 -0.12 0.03 -0.21
O 1.195117 4.696151 -0.434723 -0.24 -0.03 -0.20
O 1.651304 -3.257582 6.504260 -0.01 0.02 0.02
O -1.527275 4.718850 2.988656 -0.14 -0.01 -0.30
H 0.294382 1.757169 0.364057 0.24 -0.01 -0.22
H -5.290664 -0.124621 -3.995517 0.22 -0.04 -0.05
H 2.950764 -2.176441 4.256083 0.03 -0.06 0.03
H -3.909774 2.726434 0.220860 0.25 -0.05 0.05
C 1.623562 -2.749806 0.315841 -0.08 -0.01 -0.07
H 4.403028 -2.131339 5.265915 0.05 -0.15 0.02
O 5.635302 -0.090514 -3.427478 -0.01 -0.01 -0.01
C -7.826926 -0.424228 -5.055526 0.05 0.11 -0.08
H -9.952048 -2.601208 -5.783983 0.04 0.08 -0.09
C -4.802187 0.100021 -3.055681 -0.09 -0.01 0.05
O 2.504068 -2.528638 1.431701 -0.05 -0.05 0.00
H 0.147754 8.529848 -3.517997 0.01 -0.02 0.01
H 2.101177 4.990736 -0.286487 -0.07 0.22 -0.12
H 6.637917 1.721091 -3.327345 0.04 -0.12 0.03
H 0.725111 -1.140426 -0.865068 -0.12 0.17 0.08
C 3.515210 -8.545322 4.911279 -0.08 0.07 0.04
H -5.321765 -0.408126 -2.240371 0.03 0.02 0.03
O -6.943163 0.333606 -5.312663 -0.17 -0.08 0.01
P 0.719425 3.966884 0.954017 1.03 0.05 0.48
O -3.217938 3.918575 1.481576 0.08 -0.28 0.10
C -0.571017 8.638928 -2.703852 -0.03 -0.07 -0.05
C 3.382503 -2.496976 5.199952 -0.05 0.07 0.08
O 1.869322 -5.443401 6.011533 0.04 0.10 -0.02
O 3.364598 -3.936312 5.267295 0.04 0.03 -0.01
O 0.381616 7.673024 -0.856664 0.05 0.09 0.06
C 4.283814 -7.243971 4.812045 -0.03 0.01 -0.03
H 1.942206 -1.218124 6.240761 -0.11 -0.08 -0.03
O 1.233630 9.563433 0.029377 -0.05 -0.05 -0.07
H -4.547009 2.154423 -3.730619 0.02 -0.02 -0.02
H -8.602428 -3.094328 -4.738111 0.01 0.01 0.02
O -8.527494 -0.414723 -3.899748 0.00 0.00 0.03
H -10.515291 -0.727774 -4.338227 0.01 0.00 -0.02
H -1.533298 8.939238 -3.109509 0.00 0.09 0.08
C -4.654416 1.586576 -2.806405 -0.08 0.00 -0.09
C 5.729382 -8.985698 4.757134 0.08 -0.05 0.01
S -1.886109 4.911341 1.608410 0.09 -0.11 -0.29
O 6.748031 -9.596959 4.697821 -0.09 0.06 0.00
H 1.990443 -3.572347 -0.290909 0.13 0.02 0.07
O -3.434576 -0.338869 -3.067889 -0.05 -0.04 -0.02
H -1.593756 7.311554 -1.304983 -0.01 0.03 -0.01
H -9.841944 -1.802393 -3.092823 0.11 0.05 0.04
H 2.468026 -1.345207 -1.117817 0.03 -0.03 0.01
O 1.950895 -0.509069 0.698263 -0.05 -0.09 -0.03
H 1.561627 1.959517 1.422295 -0.03 -0.24 -0.10
O -0.911365 4.005609 0.644868 -0.41 0.00 0.15
C -9.641420 -1.307121 -4.038344 -0.09 -0.07 -0.03
H 3.190298 -8.757798 5.930685 0.02 0.01 0.01
H -0.416950 6.478189 -2.343153 0.10 -0.02 0.08
C -0.637270 7.405837 -1.822301 -0.07 -0.12 -0.08
C -9.160511 -2.243998 -5.131995 -0.07 -0.06 0.08
C 2.259483 -4.317368 5.934498 -0.10 -0.10 0.01
C 2.523342 -2.123153 6.392497 0.10 0.10 0.00
H 5.188559 1.691969 -4.356398 -0.02 0.00 0.01
C 5.623943 1.342632 -3.419133 -0.01 0.13 0.01
H 3.975242 -6.506451 5.540427 0.11 0.00 0.08
O 4.154209 -1.656569 -2.755316 0.08 0.04 -0.03
C 4.743218 1.650212 -2.220174 0.09 0.09 0.00
O -1.557971 0.384978 -2.053501 -0.08 -0.06 0.02
O -8.259311 -1.407210 -5.867956 0.00 -0.02 -0.02
C 1.662080 -1.409676 -0.391404 0.03 -0.10 -0.13
H 4.140285 2.546601 -2.333280 -0.11 -0.08 -0.03
C 0.574716 9.011824 -0.790057 0.03 0.03 0.04
O 5.630747 -7.673485 5.064032 -0.01 -0.01 -0.03
H 2.660592 -8.599602 4.243383 0.06 -0.07 -0.07
C -2.694625 0.544749 -2.373043 0.27 -0.03 0.09
C 4.531647 -0.527730 -2.786590 -0.07 -0.04 0.04
```
Forces are in eV/Å.

The calculated total energy comes out at -3569.966162 hartree. For the lowest unoccupied orbital energy, the calculation gives 0.058 eV. As for the frontier orbital gap: 9.17 eV. The calculation puts the HOMO energy at -9.110 eV. As for the charge: 0.